1.
Molecular formula: C3H9N2O
Method: DFT, ωB97M-V/def2-TZVPD

```
15
C3H9N2O (ωB97M-V/def2-TZVPD)
C 1.6117 2.0486 0.0451
C -2.7353 -0.3728 -0.0397
C -3.9745 -0.4065 0.0779
N 1.3413 0.9005 -0.3541
N 2.1719 -1.4827 0.2406
O -1.5649 -0.2090 -0.1301
H 1.0987 2.8882 -0.4533
H 2.2436 2.3984 0.8478
H -4.5791 -1.2289 0.5338
H -4.7212 0.3992 -0.2264
H 2.1054 -0.3701 -0.0056
H 0.7155 0.8347 -1.1618
H 1.1386 -1.6515 0.3070
H 2.7428 -1.7365 1.0265
H 2.4054 -2.0116 -0.7078
```

Gap between HOMO and LUMO (alpha / beta) (eV): 5.7 / 9.7
DFT total energy (a.u.): -304.0114
⟨S²⟩: 2.01
F_max (eV Å⁻¹): 8.9
Energy above the lowest of the compared OMol25 structures with the same formula, charge and spin (kJ/mol): 154.7
Charge: +1
HOMO energy (alpha / beta) (eV): -9.0 / -15.0
2S+1: 3

2.
Molecular formula: C3H9N2O
Method: DFT, ωB97M-V/def2-TZVPD

```
15
C3H9N2O (ωB97M-V/def2-TZVPD)
C -1.1310 -0.5075 0.7405
C -1.8501 -1.6671 0.2625
C 1.5390 0.2751 -1.0724
N 0.6982 1.5322 0.8746
N 0.4330 0.9885 -0.4138
O -0.9290 0.0645 1.7355
H -0.1397 1.6473 -0.9704
H -2.9348 -1.3692 0.2487
H -1.6337 -2.1654 -0.7639
H -1.8976 -2.5004 0.9869
H 1.8653 -0.5298 -0.4717
H 1.0724 -0.3035 -1.7722
H 2.3803 1.0190 -1.3367
H 0.9228 2.4801 0.8559
H 1.6049 1.0361 1.0964
```

Gap between HOMO and LUMO (alpha / beta) (eV): 7.4 / 8.1
DFT total energy (a.u.): -303.9852
⟨S²⟩: 2.01
F_max (eV Å⁻¹): 6.2
Energy above the lowest of the compared OMol25 structures with the same formula, charge and spin (kJ/mol): 223.6
Charge: +1
HOMO energy (alpha / beta) (eV): -10.7 / -15.6
2S+1: 3

What is the charge in the second record? +1